1.
Formula: C16H28N2O3
Source: OMol25
Level of theory: ωB97M-V with the def2-TZVPD basis set

Positions of all 49 atoms, in Å:
C  -2.482  -3.187  0.351
C  -1.835  -1.805  0.241
O  -0.453  -1.926  0.018
C  -2.488  -0.927  -0.866
C  -4.022  -0.936  -0.802
N  -4.412  -0.396  0.476
C  -3.695  0.589  1.073
O  -3.879  0.934  2.216
C  -2.701  1.274  0.128
O  -2.538  2.475  0.162
N  -2.072  0.460  -0.758
C  -1.234  1.090  -1.770
C  0.051  1.707  -1.214
C  1.110  0.674  -0.842
C  2.362  1.342  -0.280
C  3.417  0.345  0.213
C  4.065  -0.424  -0.939
C  5.120  -1.400  -0.424
C  6.194  -0.663  0.368
C  5.559  0.102  1.524
C  4.505  1.075  1.005
H  -2.565  -3.655  -0.629
H  -3.465  -3.130  0.807
H  -1.853  -3.811  0.981
H  -1.913  -1.282  1.199
H  -0.301  -2.461  -0.770
H  -2.163  -1.307  -1.841
H  -4.426  -1.941  -0.920
H  -4.412  -0.311  -1.618
H  -5.138  -0.840  1.019
H  -0.993  0.344  -2.530
H  -1.824  1.891  -2.233
H  -0.205  2.312  -0.344
H  0.452  2.377  -1.977
H  0.707  -0.014  -0.100
H  1.367  0.096  -1.733
H  2.805  1.990  -1.040
H  2.065  1.976  0.559
H  2.926  -0.374  0.878
H  3.305  -0.977  -1.494
H  4.534  0.286  -1.626
H  5.574  -1.932  -1.264
H  4.640  -2.141  0.221
H  6.932  -1.373  0.749
H  6.713  0.038  -0.290
H  6.327  0.648  2.077
H  5.091  -0.605  2.212
H  4.982  1.816  0.359
H  4.053  1.609  1.844

Values from the calculation:
charge	0
energy above the lowest of the compared OMol25 structures with the same formula, charge and spin	71.1	kJ/mol
HOMO-LUMO gap	0.3609	Eh
SMILES string	C[C@@H](O)[C@H]1CNC(=O)C(=O)N1CCCCC1CCCCC1

***

2.
Formula: C12H17BN6O2Pd
Source: OMol25
Level of theory: ωB97M-V with the def2-TZVPD basis set

Positions of all 39 atoms, in Å:
C  -1.096  2.682  -0.034
N  -0.240  1.658  0.065
N  0.170  1.324  -1.199
C  -0.262  2.276  -2.070
C  -1.082  3.129  -1.368
B  1.063  0.152  -1.690
N  2.128  0.019  -0.584
N  1.956  0.190  0.780
C  3.151  0.024  1.365
C  4.123  -0.134  0.363
C  3.451  -0.074  -0.849
Pd  0.262  0.796  1.975
N  0.348  -1.128  -2.221
N  -0.295  -1.969  -1.316
C  -0.993  -2.837  -2.024
C  -0.631  -2.748  -3.405
C  0.221  -1.635  -3.471
H  -1.756  -3.465  -1.579
H  0.769  -1.224  -4.309
H  -0.955  -3.390  -4.191
H  1.628  0.542  -2.666
H  3.785  -0.082  -1.861
H  0.040  2.236  -3.112
H  5.163  -0.279  0.495
H  -1.672  3.928  -1.774
H  3.232  0.035  2.446
H  -1.721  3.022  0.796
H  0.469  -1.072  2.177
C  0.457  -0.716  3.228
H  1.426  -0.929  3.668
H  0.166  0.367  3.550
H  -0.389  -1.266  3.636
C  -3.904  0.113  2.507
O  -2.520  0.321  2.870
C  -1.690  0.196  1.815
O  -2.091  -0.207  0.739
H  -4.069  -0.965  2.416
H  -4.115  0.586  1.540
H  -4.526  0.524  3.295

Values from the calculation:
charge	+4
⟨S²⟩	6.075
energy above the lowest of the compared OMol25 structures with the same formula, charge and spin	61.9	kJ/mol
HOMO-LUMO gap (alpha / beta)	0.3044 / 0.1960	Eh
multiplicity	5

***

3.
Formula: C3H8OS2
Source: OMol25
Level of theory: ωB97M-V with the def2-TZVPD basis set

Positions of all 14 atoms, in Å:
C  1.928  0.456  -1.857
C  1.100  0.643  -0.614
S  1.944  0.659  0.774
H  1.912  -0.607  -2.234
H  2.881  0.934  -1.687
H  1.365  1.108  -2.615
H  0.050  0.794  -0.631
C  -1.304  -0.721  2.101
S  -1.836  -1.473  0.563
O  -2.457  -0.211  -0.355
H  -1.358  -1.563  2.761
H  -2.122  -0.093  2.433
H  -0.372  -0.220  2.152
H  -1.732  0.293  -0.789

Values from the calculation:
charge	0
energy above the lowest of the compared OMol25 structures with the same formula, charge and spin	188.0	kJ/mol
HOMO-LUMO gap	0.3036	Eh
SMILES string	CC=S.CSO

***

4.
Formula: C31H51IN4O9S
Source: OMol25
Level of theory: ωB97M-V with the def2-TZVPD basis set

Positions of all 97 atoms, in Å:
C  -3.848  2.499  2.606
C  -4.697  1.525  2.150
C  -4.353  0.701  0.925
C  -3.172  1.254  0.189
C  -3.263  2.207  -0.778
N  -4.522  2.730  -1.141
C  -2.091  2.752  -1.449
N  -2.208  3.806  -2.430
C  -3.079  3.494  -3.584
C  -2.486  5.084  -1.856
C  -2.052  6.250  -2.724
O  -3.015  5.246  -0.786
C  -0.827  2.323  -1.157
C  0.406  2.894  -1.819
C  1.033  2.120  -2.986
C  0.033  1.808  -4.116
I  2.080  0.317  -2.455
C  -0.722  1.335  -0.133
N  0.409  0.823  0.358
S  0.018  -0.239  1.479
N  -1.599  -0.117  1.458
C  -1.866  0.802  0.531
H  -3.394  2.439  3.594
H  -3.589  3.375  2.015
H  -5.641  1.362  2.658
H  -4.187  -0.320  1.265
H  -5.218  0.701  0.258
H  -4.766  2.569  -2.104
H  -5.259  2.435  -0.520
H  -4.062  3.958  -3.510
H  -2.579  3.778  -4.510
H  -3.201  2.412  -3.624
H  -2.761  6.356  -3.546
H  -1.073  6.024  -3.141
H  -2.042  7.132  -2.094
H  1.141  3.129  -1.049
H  0.101  3.845  -2.259
H  1.806  2.761  -3.400
H  -0.992  1.997  -3.816
H  0.150  0.782  -4.452
H  0.282  2.423  -4.983
O  5.654  -5.490  0.673
C  5.175  -4.477  1.115
O  4.000  -4.055  0.620
C  3.263  -2.965  1.186
C  3.736  -1.626  0.661
C  5.901  -3.647  2.145
H  3.281  -3.013  2.275
H  2.230  -3.133  0.883
H  4.774  -1.433  0.934
H  3.120  -0.818  1.057
H  3.679  -1.607  -0.427
H  6.622  -3.010  1.633
H  6.431  -4.325  2.810
H  5.251  -3.031  2.761
O  -7.292  0.772  1.190
C  -8.402  1.129  1.487
O  -9.215  0.257  2.104
C  -10.485  0.622  2.653
C  -11.582  0.596  1.610
C  -8.916  2.500  1.114
H  -10.421  1.584  3.164
H  -10.686  -0.125  3.418
H  -11.403  1.324  0.819
H  -12.547  0.817  2.068
H  -11.632  -0.387  1.142
H  -9.268  2.472  0.083
H  -8.087  3.201  1.185
H  -9.711  2.870  1.755
O  6.222  -6.252  4.480
C  5.724  -7.277  4.096
O  5.007  -8.005  4.977
C  4.231  -9.142  4.594
C  5.065  -10.405  4.533
C  5.940  -7.790  2.695
H  3.703  -8.951  3.659
H  3.471  -9.240  5.368
H  5.845  -10.334  3.776
H  4.436  -11.265  4.300
H  5.554  -10.577  5.492
H  6.891  -8.321  2.656
H  5.984  -6.926  2.031
H  5.150  -8.443  2.333
O  3.895  3.793  -4.353
C  5.007  3.441  -4.060
O  5.159  2.320  -3.338
C  6.421  1.706  -3.072
C  7.109  2.323  -1.873
C  6.219  4.270  -4.414
H  7.051  1.717  -3.963
H  6.187  0.663  -2.866
H  7.343  3.375  -2.039
H  8.037  1.795  -1.654
H  6.458  2.268  -1.000
H  6.337  5.053  -3.667
H  6.041  4.731  -5.383
H  7.143  3.702  -4.488

Values from the calculation:
charge	0
HOMO-LUMO gap	0.2745	Eh

***

Number 1: calculated total energy -26170.2192 eV. Number 2: calculated total energy -29856.7121 eV. Number 3: calculated total energy -26956.6599 eV. Number 4: calculated total energy -76295.5548 eV.